*A*
22
Properties=species:S:1:pos:R:3 method="wB97M-V/def2-TZVPD" total_charge=+1 homo_energy_ha=-0.5226 lumo_ha=-0.172
C -1.2182 2.5582 -0.9796
C -0.0544 1.7152 -0.4927
C -0.2023 0.2474 -0.8820
C 0.8629 -0.5921 -0.2305
C 2.0440 -0.8822 -0.7599
C 1.2392 -0.8369 2.0956
N 0.5725 -1.1566 1.0759
H -2.0368 1.9261 -1.3265
H -1.6279 3.2669 -0.2623
H -0.9718 3.1144 -1.8869
H 0.9234 2.0509 -0.8691
H 0.1182 1.7862 0.5826
H -1.1474 -0.1273 -0.4963
H -0.2053 0.0607 -1.9518
H 2.7963 -1.3797 -0.1720
H 2.4776 -0.3431 -1.5862
H 1.0164 -1.1884 3.0948
H 2.0232 -0.1050 1.9740
H -0.3171 -1.6847 1.0864
H -2.5406 -2.6532 0.0356
H -2.0385 -3.0596 1.4032
O -1.7137 -2.7171 0.5476


*B*
22
Properties=species:S:1:pos:R:3 method="wB97M-V/def2-TZVPD" total_charge=+1 homo_energy_ha=-0.4781 lumo_ha=-0.127
C 1.0694 -1.3913 0.2335
O 1.2860 -2.6568 0.9357
C 0.1464 -0.5716 1.1208
C -0.0457 0.9570 0.6898
C -0.8631 1.0365 -0.5444
C -0.3095 1.1011 -1.7548
C -1.0217 1.5482 -3.0097
N 0.2998 -0.8492 2.5643
H 0.6344 -1.5052 -0.7581
H 2.0665 -0.9582 0.1425
H 0.8725 -3.3069 0.3701
H -0.8810 -0.8813 0.8720
H -0.5467 1.3975 1.5645
H 0.9315 1.4254 0.6977
H -1.9126 1.2233 -0.3198
H 0.7649 1.2208 -1.7277
H -1.8489 2.2106 -2.7748
H -0.2878 2.0996 -3.5889
H -1.4632 0.6678 -3.4897
H -0.2151 -0.1815 3.1439
H 1.2769 -0.7717 2.8583
H 0.0472 -1.8141 2.7746


Verdict on stability: *A* comes out on top.


*A*
12
Properties=species:S:1:pos:R:3 method="wB97M-V/def2-TZVPD" homo_energy_ha=-0.3617 lumo_ha=0.035
C -1.2632 -1.0119 -0.6670
C 0.8445 -0.2218 0.5809
C 0.7106 1.2702 0.4083
H -1.3129 -1.0422 -1.7007
H -1.6269 -1.8408 -0.1547
H -1.7519 0.0394 -0.3623
H 1.7960 -0.8068 0.5961
H 0.2155 -0.3895 1.5195
H -0.3634 1.3996 0.0168
H 0.9422 1.7419 1.2773
O 0.1903 -0.9488 -0.4119
Cl 1.6192 1.8106 -1.1023


*B*
12
Properties=species:S:1:pos:R:3 method="wB97M-V/def2-TZVPD" homo_energy_ha=-0.3565 lumo_ha=0.026
C 1.8684 -0.8412 0.2232
C -0.2803 0.4671 -0.4593
C -1.6256 0.4955 0.2111
H 2.8534 -0.1193 0.0009
H 1.2599 -0.7533 1.3891
H 1.8939 -2.0581 -0.2771
H -0.5162 1.0343 -1.5695
H 0.3405 1.0255 0.2538
H -1.5021 0.8317 1.2371
H -2.3468 1.3742 -0.1691
O 0.7023 -0.5375 -0.6723
Cl -2.6474 -0.9189 -0.1679


Verdict on stability: *A* comes out on top.


*A*
20
Properties=species:S:1:pos:R:3 method="wB97M-V/def2-TZVPD" total_charge=-1 homo_energy_ha="0.0356 / -0.2108" multiplicity=2 lumo_ha="0.128 / 0.124"
C -0.5531 -0.1329 1.4331
N -0.2459 0.3212 0.0891
C 0.0769 1.7735 0.1712
C -1.2271 2.8293 -1.6425
C -0.0615 2.5170 -1.1116
H 0.4267 -0.1948 1.9304
H -1.1925 -1.0564 1.5301
H -1.3237 0.4113 1.9842
H -0.9095 0.1757 -0.6585
H -0.5301 2.2566 1.0008
H 1.0968 1.7485 0.5721
H -1.3775 3.4960 -2.4920
H -2.2243 2.5650 -1.3222
H 0.9440 2.7569 -1.4812
H 1.5322 -1.3362 -0.5331
H 1.4412 -2.8134 -0.8132
O 2.0764 -2.1454 -0.5367
H -0.2942 -4.3343 0.7345
H -0.7377 -2.7678 0.9810
O -0.1326 -3.4950 1.1765


*B*
20
Properties=species:S:1:pos:R:3 method="wB97M-V/def2-TZVPD" total_charge=-1 homo_energy_ha="0.0478 / -0.1887" multiplicity=2 lumo_ha="0.139 / 0.140"
N -1.0482 -0.7221 -0.8036
C -1.4358 0.6696 -0.5314
C -0.7701 1.0081 0.8302
C -0.4029 -0.3190 1.4632
C -0.7069 -1.4216 0.4135
H -1.7501 -1.1764 -1.3646
H -1.0983 1.3279 -1.3342
H -2.5285 0.7580 -0.4874
H 0.1312 1.5797 0.5925
H -1.4349 1.7176 1.3200
H 0.6395 -0.3858 1.7681
H -1.0056 -0.5006 2.3603
H 0.1709 -2.0632 0.2957
H -1.5003 -2.0611 0.8242
H 0.8105 -0.3154 -1.4558
H 1.5398 -0.8649 -2.6321
O 1.6273 -0.2103 -1.9540
H 2.6141 0.8739 -0.4935
H 3.5327 1.1566 0.7040
O 2.6155 0.9491 0.4851


Verdict on stability: *B* comes out on top.


*A*
20
Properties=species:S:1:pos:R:3 method="wB97M-V/def2-TZVPD" total_charge=-1 homo_energy_ha=-0.1238 lumo_ha=0.121
C 3.1993 1.7459 -0.3413
C 2.2209 0.9065 0.3491
S 1.6526 -0.5710 -0.6536
H 3.5430 2.4793 0.4669
H 4.2043 1.4437 -0.3937
H 3.0832 2.2633 -1.3611
H 2.6222 0.2117 1.2987
H 1.4916 1.5091 0.9185
H 3.8987 -2.6578 0.4325
H 2.4210 -2.0662 0.7218
O 3.2581 -2.4585 1.1396
H -6.5915 0.1878 1.3331
H -5.2654 0.8969 0.8578
O -5.9128 0.8186 1.5332
H -0.5979 -0.6982 -1.3670
H -0.6231 0.7317 -1.0375
O -1.2039 0.1140 -1.4340
H -2.8496 0.2087 -0.5205
H -3.7073 0.3474 0.6987
O -3.7154 0.0714 -0.1935


*B*
20
Properties=species:S:1:pos:R:3 method="wB97M-V/def2-TZVPD" total_charge=-1 homo_energy_ha=-0.1264 lumo_ha=0.132
C -1.3607 0.7215 -1.8308
C -0.4239 1.2444 -0.8553
S -1.3687 1.6301 0.7017
H -2.0500 1.5319 -2.2019
H -1.9810 -0.0329 -1.4009
H -1.0206 0.3753 -2.8042
H 0.1676 2.1675 -1.3305
H 0.4216 0.5137 -0.6883
H -1.8209 -0.9628 1.0363
H -1.0883 -0.6607 2.2651
O -1.4919 -1.4377 1.8470
H 0.8284 -0.7593 -1.7064
H 1.7180 -1.5799 -0.9976
O 1.7221 -0.9353 -1.8149
H 1.8661 1.5513 1.8920
H 0.6988 0.6117 2.3314
O 1.5761 0.9451 2.5683
H 1.4430 -1.1666 1.5431
H 0.6097 -2.0994 0.6234
O 1.5547 -1.6579 0.8227


Verdict on stability: *B* comes out on top.


*A*
21
Properties=species:S:1:pos:R:3 method="wB97M-V/def2-TZVPD" homo_energy_ha=-0.3280 lumo_ha=0.033
N -2.3431 -0.7946 -0.1907
C -0.9343 -1.2607 -0.5625
C -0.8714 -2.7577 -0.1898
C 0.0997 -0.4373 0.1959
N 0.6256 0.7757 -0.4573
C 1.3974 0.4116 -1.6615
H -2.3268 0.2261 -0.1070
H -2.5117 -1.1169 0.7547
H -1.0226 -1.0740 -1.6315
H -1.8140 -3.0996 0.2301
H -0.1259 -2.8124 0.5982
H -0.5797 -3.3891 -1.0243
H 0.9946 -1.0702 0.2843
H -0.1586 -0.2521 1.2387
H -0.1430 1.3653 -0.7840
H 1.7380 -0.6293 -1.6613
H 0.8458 0.5468 -2.5915
H 2.3542 0.9354 -1.6762
H 2.2494 3.4919 3.1115
H 2.0047 2.9575 1.6772
O 1.5741 3.4635 2.4084


*B*
21
Properties=species:S:1:pos:R:3 method="wB97M-V/def2-TZVPD" homo_energy_ha=-0.3120 lumo_ha=0.028
C -1.6232 0.2513 -0.7317
N -1.2167 1.5658 -0.2676
C -0.1477 1.6052 0.7394
C 1.0916 0.7308 0.4615
C 2.2356 1.4737 -0.2221
N 2.6459 2.6483 0.5442
H -2.7150 0.2969 -0.8459
H -1.2102 -0.0689 -1.6682
H -1.6037 -0.4319 0.0682
H -0.8761 2.1900 -0.9868
H -0.5499 1.3067 1.7043
H 0.1673 2.6290 0.8803
H 0.7336 0.0352 -0.3083
H 1.4546 0.0857 1.2581
H 2.1602 1.7295 -1.2767
H 3.0314 0.7164 -0.3442
H 3.3726 2.4091 1.1954
H 2.9202 3.4500 -0.0003
H -2.6993 -6.5418 -1.1195
H -2.3920 -6.1630 0.3226
O -2.5942 -6.9228 -0.2355


*C*
21
Properties=species:S:1:pos:R:3 method="wB97M-V/def2-TZVPD" homo_energy_ha=-0.3327 lumo_ha=0.030
N 1.8774 -1.1192 1.0882
C 1.8316 -0.2068 -0.1000
C 0.8760 0.9248 -0.0319
N -0.5098 0.3809 -0.2130
C -1.4044 0.9625 0.8323
C -0.8409 0.6002 -1.6558
H 0.8502 -1.4127 1.2999
H 2.1208 -0.4751 1.9587
H 2.9042 0.1839 -0.2549
H 1.4296 -0.8690 -0.8865
H 1.1146 1.2967 1.0831
H 1.0023 1.7350 -0.7061
H -2.4405 0.6514 0.7889
H -1.2424 2.0379 0.7435
H -0.9476 0.6996 1.8049
H -0.1367 0.1533 -2.3225
H -1.8464 0.1447 -1.6459
H -1.0602 1.7146 -1.9402
H -1.7448 -2.9316 0.3585
H -0.9670 -1.7651 -0.2099
O -0.8658 -2.7061 0.0086


Verdict on stability: *A* comes out on top.


*A*
21
Properties=species:S:1:pos:R:3 method="wB97M-V/def2-TZVPD" homo_energy_ha=-0.2959 lumo_ha=0.017
N 0.7970 2.1297 0.3362
C 0.1554 1.3621 -0.7502
C 0.5277 -0.0621 -0.9499
N -0.3626 -1.2039 -1.1335
C 0.5134 -2.3213 -0.6905
C -1.7205 -0.7948 -0.7245
H 0.4545 3.0971 0.3867
H 0.8303 1.7108 1.2854
H 0.5498 1.9143 -1.5861
H -0.9091 1.5645 -0.8849
H 1.3661 -0.1200 -0.1309
H 1.1437 -0.0361 -1.9005
H -0.0314 -3.0368 -0.0818
H 0.9965 -2.8095 -1.5402
H 1.3680 -1.9626 -0.1351
H -1.9187 -0.6601 0.3536
H -2.4517 -1.4440 -1.3277
H -1.9372 0.0608 -1.3705
H 0.8573 1.1182 3.5997
H -0.4043 0.9551 4.0192
O 0.1759 0.5389 3.2257


*B*
21
Properties=species:S:1:pos:R:3 method="wB97M-V/def2-TZVPD" homo_energy_ha=-0.3296 lumo_ha=0.032
C -0.8704 -1.3832 -1.6303
C -0.7971 -1.2897 -0.1757
C -1.0938 0.0236 0.5364
C 0.1981 0.5449 1.2104
N 0.8024 -0.3201 2.2977
N 0.0001 -0.3745 -2.2730
H -0.5363 -2.4180 -1.7960
H -1.9429 -1.3253 -1.9804
H -1.3212 -2.3028 0.3765
H 0.2812 -1.4136 -0.0707
H -1.8949 -0.2755 1.3153
H -1.5861 0.8979 0.0134
H 1.0526 0.4948 0.4354
H 0.0395 1.5606 1.4534
H 0.5268 -1.2707 2.1778
H 0.5350 0.0433 3.2267
H 0.3526 -0.9987 -3.0717
H 0.7688 -0.3097 -1.6067
H 2.2172 3.9927 0.0927
H 1.3982 3.0529 -0.6785
O 1.8701 3.0712 0.1473


*C*
21
Properties=species:S:1:pos:R:3 method="wB97M-V/def2-TZVPD" homo_energy_ha=-0.3104 lumo_ha=0.028
C -1.5058 -1.2624 1.9502
C -1.1094 -0.8731 0.5901
C 0.2673 -0.2351 0.6083
C 1.7084 1.0712 -0.7799
N 0.5179 0.3029 -0.7668
N -0.7881 -2.6386 2.4066
H -2.5234 -1.5928 1.8692
H -1.2929 -0.3816 2.6752
H -0.8918 -1.9407 0.1015
H -1.7111 -0.1103 0.0507
H 1.0422 -1.0149 0.9850
H 0.5676 0.5777 1.2752
H 1.4739 2.1247 -0.9062
H 2.5858 0.8363 -0.0925
H 2.3184 0.7775 -1.6631
H -0.2252 1.0425 -1.0028
H -0.5509 -3.1990 1.6365
H 0.1229 -2.4675 2.8235
H 0.6590 2.5399 -4.0952
H 0.5923 3.8278 -3.3844
O 0.4453 2.8909 -3.2454


Verdict on stability: *B* comes out on top.


*A*
21
Properties=species:S:1:pos:R:3 method="wB97M-V/def2-TZVPD" homo_energy_ha=-0.3244 lumo_ha=0.029
C -1.0136 -0.4368 -1.3782
C 0.4765 -0.4750 -0.7936
C 0.7852 0.1833 0.5499
C 1.6098 2.4353 0.1471
N 0.4643 1.6628 0.6752
N -1.8507 0.4311 -0.4351
H -0.9477 -0.1639 -2.4269
H -1.3411 -1.4808 -1.4227
H 1.0593 0.0569 -1.5374
H 0.8365 -1.5336 -0.7177
H 0.0644 -0.3854 1.2069
H 1.7926 -0.1017 0.8913
H 1.8602 2.0192 -0.8483
H 2.5302 2.6353 0.7337
H 1.3581 3.5347 0.0197
H 0.5736 1.5620 1.6925
H -1.3607 1.3240 -0.3227
H -2.7807 0.6925 -0.7639
H -1.1093 -3.5793 0.5122
H -0.6014 -3.6685 1.8869
O -0.3955 -3.2221 1.0565


*B*
21
Properties=species:S:1:pos:R:3 method="wB97M-V/def2-TZVPD" homo_energy_ha=-0.3377 lumo_ha=0.033
C 0.2552 -0.4542 1.4954
C 0.7649 0.0578 0.1639
C 1.2296 -1.0111 -0.8252
N 0.8510 -0.7252 -2.2276
C 1.2955 -0.4438 2.6792
N 2.6163 -0.0963 2.2178
H -0.1998 -1.4407 1.4826
H -0.5405 0.2426 1.7776
H 1.4570 0.8933 0.2530
H -0.1078 0.4465 -0.3651
H 0.7833 -1.9648 -0.5129
H 2.2830 -1.3062 -0.7067
H 1.1429 -1.5159 -2.8001
H -0.1481 -0.9491 -2.2034
H 0.9403 0.2720 3.4125
H 1.2186 -1.4258 3.1678
H 3.0946 -0.8378 1.7195
H 3.2347 0.1642 2.9730
H -6.3086 2.0414 -2.2371
H -5.4197 1.8072 -3.3872
O -5.9063 2.5311 -2.9739


Verdict on stability: *B* comes out on top.


*A*
21
Properties=species:S:1:pos:R:3 method="wB97M-V/def2-TZVPD" homo_energy_ha=-0.3005 lumo_ha=0.032
C 0.4087 -1.6794 -1.0657
C 0.9027 -0.6465 -0.0091
C -0.0276 -0.4581 1.2831
N -0.7690 0.7360 1.2149
C -2.2548 0.9465 0.8650
N -2.7612 2.2688 0.4397
H -0.0534 -2.5580 -0.5646
H -0.3441 -1.3212 -1.6875
H 1.3964 -2.0679 -1.5417
H 1.0902 0.3429 -0.2097
H 1.9117 -0.8280 0.2863
H -0.8695 -1.2837 1.2178
H 0.7440 -0.4811 2.1782
H -0.6341 1.3155 2.0236
H -2.7229 0.8089 1.9092
H -2.7611 0.1602 0.3231
H -2.3776 2.6561 -0.4548
H -2.4969 3.0903 1.0339
H 4.6975 -0.4145 -2.4329
H 3.1770 0.1156 -2.3583
O 3.7440 -0.7027 -2.4506


*B*
21
Properties=species:S:1:pos:R:3 method="wB97M-V/def2-TZVPD" homo_energy_ha=-0.3410 lumo_ha=0.038
C -0.0436 -0.3877 0.5565
C 0.8833 0.8000 0.5298
C 2.2648 0.5629 0.1097
N 2.4685 -0.0223 -1.1795
C -0.9487 -0.3680 -0.6446
N -1.8943 -1.4130 -0.5795
H 0.5561 -1.3622 0.6147
H -0.6094 -0.3948 1.5056
H 0.5099 1.4642 -0.2410
H 0.8957 1.2447 1.5265
H 2.7453 1.5406 0.1646
H 2.6748 -0.0710 0.9640
H 3.4639 -0.3289 -1.0857
H 2.5154 0.6815 -1.8872
H -0.3361 -0.4845 -1.5824
H -1.4506 0.5648 -0.8141
H -2.1626 -1.4219 0.3807
H -1.3728 -2.3539 -0.7373
H -3.9531 1.2054 0.9564
H -3.0616 -0.1389 0.4174
O -3.1448 0.6829 1.0255


Verdict on stability: *B* comes out on top.


*A*
21
Properties=species:S:1:pos:R:3 method="wB97M-V/def2-TZVPD" homo_energy_ha=-0.2947 lumo_ha=0.016
C -1.3052 2.0683 0.0824
N -0.5432 0.7903 0.2176
C 0.9181 0.9611 -0.0264
C 1.5591 -0.5230 -0.0149
N 1.3828 -1.1529 1.3087
C 0.0079 -1.7827 1.4757
H -0.7346 2.9497 0.2673
H -1.6687 2.2127 -1.0234
H -2.3694 1.8684 0.6723
H -0.8961 0.1843 -0.5012
H 1.3108 1.6733 0.7131
H 0.9104 1.2505 -1.0194
H 2.6076 -0.2660 -0.1482
H 1.0146 -1.0910 -0.7653
H 1.4805 -0.3422 1.9545
H -0.7250 -1.0756 1.8528
H 0.1360 -2.4416 2.2717
H -0.4675 -2.3190 0.5927
H -1.4614 -1.5008 -2.8678
H -0.2994 -0.4462 -2.7802
O -0.8574 -1.0176 -2.2620


*B*
21
Properties=species:S:1:pos:R:3 method="wB97M-V/def2-TZVPD" homo_energy_ha=-0.3129 lumo_ha=0.030
N -1.1312 0.8956 -0.9763
C -1.3421 -0.4985 -0.5064
C -2.4172 -0.5964 0.6140
C -0.0387 -0.9854 0.1255
N 1.1029 -0.9045 -0.7988
C 2.3562 -1.0236 0.0216
H -1.8715 1.4410 -0.5843
H -0.1857 1.1887 -0.8263
H -1.5849 -1.0845 -1.3945
H -3.3199 -1.0857 0.2545
H -2.8044 0.4194 0.8016
H -1.9921 -0.8456 1.5800
H -0.0586 -1.9556 0.6344
H 0.1155 -0.3158 0.9827
H 1.0836 -1.7028 -1.4242
H 2.1957 -0.2751 0.7899
H 2.5244 -2.0607 0.3191
H 3.2605 -0.7391 -0.5212
H 1.7096 2.7907 -0.1338
H 1.3761 4.0914 0.7006
O 1.0220 3.2466 0.3417


Verdict on stability: *B* comes out on top.


*A*
10
Properties=species:S:1:pos:R:3 method="wB97M-V/def2-TZVPD" homo_energy_ha=-0.3734 lumo_ha=-0.009
C -1.6649 0.8203 -0.2087
N -0.8129 0.1246 0.4349
N 1.0631 -1.3674 0.1131
O 1.3516 0.6785 1.5064
O 1.3408 0.9661 -0.9279
S 0.8129 0.2842 0.2363
H -2.7508 0.5791 -0.0319
H -1.3971 1.6321 -0.9416
H 1.8224 -1.9319 0.0123
H 0.2349 -1.7856 -0.1929


*B*
10
Properties=species:S:1:pos:R:3 method="wB97M-V/def2-TZVPD" homo_energy_ha=-0.3312 lumo_ha=0.016
C 0.7683 0.5336 0.5639
N 2.0733 0.7901 0.5685
N 0.1766 -0.2771 -0.2826
O -1.9011 1.2213 -0.6290
O -2.1573 -1.5804 -0.4690
S -1.3848 0.2021 0.2395
H -3.1885 -1.6061 -0.3124
H 2.3626 1.2826 1.3898
H 2.7828 0.4578 -0.1454
H 0.4681 -1.0239 -0.9234


*C*
10
Properties=species:S:1:pos:R:3 method="wB97M-V/def2-TZVPD" homo_energy_ha=-0.3275 lumo_ha=-0.018
C 0.2210 -0.4215 -0.5228
H -1.9122 -0.0964 1.0583
H -1.0565 -1.8447 -0.0031
H -0.1434 1.7767 -0.1488
H 2.3198 0.6253 0.8982
N -1.0578 -0.8430 -0.6323
N 0.5050 0.7590 -0.4036
O -1.9343 0.0982 0.0667
O 1.6612 1.4709 -0.2173
S 1.3973 -1.5245 -0.0952


Verdict on stability: *A* comes out on top.


*A*
24
Properties=species:S:1:pos:R:3 method="wB97M-V/def2-TZVPD" homo_energy_ha=-0.3080 lumo_ha=0.040
C 1.4704 1.7505 -0.7455
C 0.5688 1.4764 -1.9582
C -0.2488 -0.4914 -0.7028
C -1.8061 -1.4281 0.8738
C -0.4950 -1.6995 1.8541
C 0.7454 -0.1357 0.4683
H 2.5094 1.3266 -0.9547
H 1.4935 2.8791 -0.5872
H 1.0351 1.7592 -2.9577
H -0.3717 2.1857 -1.8778
H -0.5151 -0.0760 -2.5907
H -0.3315 -1.4942 -0.8745
H -1.7476 0.4526 0.3370
H -2.1622 -2.2792 0.3840
H -2.8087 -1.1595 1.4520
H -0.8569 -1.8544 2.8494
H 0.0831 -2.5591 1.6335
H 0.9778 -0.4246 2.2888
H 1.7559 -0.5881 0.2232
H 0.2694 1.5796 1.0277
N 0.3007 0.1170 -1.9347
N -1.6589 -0.3900 -0.2184
N 0.1481 -0.4420 1.7934
N 1.1045 1.2035 0.4894


*B*
24
Properties=species:S:1:pos:R:3 method="wB97M-V/def2-TZVPD" homo_energy_ha=-0.3142 lumo_ha=0.039
C -1.6325 -1.9972 1.8635
C 0.1897 -2.0562 0.1989
C -0.1272 -0.0615 1.5180
C -0.3063 -2.4803 1.5121
C -0.4301 -1.3115 2.3693
C 0.0671 3.0576 -1.1528
N -0.1157 -0.6047 0.1390
N 2.2363 0.9776 -2.9121
N 1.1175 2.6948 -2.0255
N 1.3665 1.4191 -2.0925
H -2.0527 -1.6158 0.9448
H -2.2176 -2.4345 2.7236
H 1.2020 -2.2525 -0.1972
H -0.4743 -2.5487 -0.5390
H -0.9478 0.5749 1.6122
H 0.8739 0.4819 1.7935
H 0.0991 -3.2745 2.0613
H -0.0660 -1.4552 3.4135
H -0.6681 3.5846 -1.7053
H -0.3319 2.0005 -0.9048
H 0.4092 3.5427 -0.3135
H 2.2169 -0.1092 -2.8336
H 0.6316 -0.2672 -0.4536
H 1.4925 3.4990 -2.6049


Verdict on stability: *A* comes out on top.